{"formula": "C48H112N4O16", "method": "ωB97M-V with the def2-TZVPD basis set", "de_lowest_kj_mol": 1102.90, "fmax_ha_per_bohr": 0.097, "lumo_ev": 0.10, "charge": 0, "symbols": ["O", "O", "O", "O", "O", "O", "O", "O", "O", "O", "O", "O", "O", "O", "O", "O", "N", "N", "N", "N", "C", "C", "C", "C", "C", "C", "C", "C", "C", "C", "C", "C", "C", "C", "C", "C", "C", "C", "C", "C", "C", "C", "C", "C", "C", "C", "C", "C", "C", "C", "C", "C", "C", "C", "C", "C", "C", "C", "C", "C", "C", "C", "C", "C", "C", "C", "C", "C", "H", "H", "H", "H", "H", "H", "H", "H", "H", "H", "H", "H", "H", "H", "H", "H", "H", "H", "H", "H", "H", "H", "H", "H", "H", "H", "H", "H", "H", "H", "H", "H", "H", "H", "H", "H", "H", "H", "H", "H", "H", "H", "H", "H", "H", "H", "H", "H", "H", "H", "H", "H", "H", "H", "H", "H", "H", "H", "H", "H", "H", "H", "H", "H", "H", "H", "H", "H", "H", "H", "H", "H", "H", "H", "H", "H", "H", "H", "H", "H", "H", "H", "H", "H", "H", "H", "H", "H", "H", "H", "H", "H", "H", "H", "H", "H", "H", "H", "H", "H", "H", "H", "H", "H", "H", "H", "H", "H", "H", "H", "H", "H"], "xyz": [[-17.906670, -21.222080, 21.936430], [-17.831470, -10.750620, 21.756940], [-13.055840, -17.322810, 22.577480], [-21.083800, -5.390360, 25.707550], [-13.366870, -25.314320, 32.650930], [-16.392970, -11.645480, 30.793730], [-19.795150, -14.806950, 25.099740], [-18.250540, -17.996460, 26.109040], [-23.887240, -20.253620, 19.391270], [-21.396570, -8.965760, 26.431150], [-21.772190, -20.981340, 34.523160], [-25.391730, -26.501420, 26.545210], [-17.290550, -24.748250, 20.900820], [-23.059550, -17.337370, 18.755480], [-16.641580, -10.078900, 24.280660], [-19.440510, -9.822240, 31.153240], [-13.064680, -23.942500, 32.536870], [-22.930030, -20.353250, 34.862020], [-11.687370, -17.092700, 22.749140], [-25.977510, -25.445060, 27.159130], [-24.635070, -19.661970, 36.616370], [-27.264520, -25.569840, 27.870620], [-16.970440, -9.580570, 21.875570], [-11.367520, -16.836520, 24.181280], [-23.330720, -20.463310, 36.358220], [-23.000910, -19.723120, 18.420080], [-12.587500, -21.012130, 33.205480], [-24.954030, -24.404750, 27.489850], [-21.423000, -6.591530, 26.394400], [-26.745530, -23.082550, 28.661910], [-13.989470, -21.565630, 32.828820], [-24.485030, -18.492580, 34.415080], [-18.056180, -10.081710, 31.231070], [-21.388700, -7.887850, 25.547440], [-12.153600, -15.665840, 24.778760], [-27.120080, -26.323330, 29.157100], [-24.172680, -24.722620, 28.817900], [-9.859900, -16.576910, 24.363160], [-27.784690, -24.110680, 28.208040], [-22.115790, -20.014540, 37.266100], [-8.983130, -17.527640, 23.595280], [-18.203930, -22.637660, 21.870460], [-11.204140, -17.302320, 20.202260], [-9.407460, -17.392940, 22.051960], [-24.935380, -18.461470, 35.871070], [-15.411820, -23.410010, 31.858870], [-23.680520, -21.937840, 36.559830], [-19.673680, -16.240020, 24.908670], [-10.913310, -19.265240, 21.935860], [-17.398800, -23.310560, 20.741400], [-19.257810, -16.965410, 26.229410], [-22.976530, -19.057960, 32.673030], [-10.714120, -24.135650, 31.946650], [-11.270760, -23.583030, 34.449420], [-21.972840, -18.019940, 34.606310], [-17.656610, -11.518040, 31.180130], [-10.877250, -17.752020, 21.709480], [-24.122380, -24.158600, 26.173540], [-11.693410, -23.462160, 32.953720], [-11.756760, -17.996180, 25.094530], [-28.411820, -26.200960, 26.930880], [-25.649950, -23.027410, 27.556440], [-11.518590, -22.004900, 32.521190], [-23.060000, -19.057420, 34.214120], [-22.285550, -18.447550, 18.918850], [-16.005880, -9.796820, 23.038670], [-14.847260, -23.298400, 34.328400], [-14.272960, -23.118640, 32.901220], [-16.369560, -9.530750, 20.967520], [-10.079810, -19.760640, 21.437900], [-22.089960, -21.547960, 33.816370], [-16.207100, -11.104910, 30.022470], [-15.308810, -10.606950, 22.824440], [-26.324240, -23.211380, 29.658910], [-19.696390, -10.184380, 30.301780], [-22.960480, -22.752620, 36.483820], [-15.405570, -8.889120, 23.100380], [-14.250660, -21.152700, 31.854460], [-16.055910, -22.532030, 31.907880], [-20.268850, -5.007200, 26.040170], [-11.888660, -22.874140, 35.000580], [-16.399970, -22.894720, 20.609020], [-9.626130, -15.643930, 23.850340], [-17.686770, -9.498430, 30.387610], [-24.336640, -19.564130, 19.885480], [-24.120580, -22.068880, 37.548400], [-10.633780, -18.018720, 19.611010], [-10.198300, -23.414060, 34.546230], [-20.687080, -16.467090, 24.577680], [-17.934040, -23.122430, 19.810680], [-20.991390, -18.466610, 34.765500], [-26.499620, -27.216490, 29.083640], [-15.960210, -24.258450, 32.268160], [-23.461460, -23.291840, 26.176060], [-22.588280, -16.558990, 18.449500], [-11.751430, -19.619890, 21.335950], [-24.570120, -23.999910, 25.192500], [-20.408510, -7.985760, 25.080810], [-14.954360, -24.349720, 34.595510], [-9.438130, -16.653380, 25.365350], [-21.492230, -18.244750, 18.199390], [-28.663160, -24.125580, 28.853160], [-10.896690, -16.313330, 19.862440], [-24.426810, -17.562560, 36.219530], [-17.252810, -10.812730, 24.183260], [-12.500750, -19.927000, 33.150020], [-25.121700, -19.246530, 33.952140], [-24.841640, -24.671640, 29.676970], [-26.012970, -18.329330, 35.968290], [-20.098110, -17.301500, 26.836900], [-21.843290, -18.513390, 19.912910], [-10.545290, -25.197470, 32.125930], [-17.530250, -8.646390, 21.920530], [-17.665770, -11.135170, 20.893080], [-22.346190, -19.126720, 37.854990], [-28.428260, -25.680960, 25.973050], [-18.130410, -25.213260, 20.903330], [-24.479910, -22.324680, 35.927830], [-10.454110, -21.818630, 32.663640], [-11.384010, -18.920570, 24.653350], [-25.002350, -22.167920, 27.729640], [-23.507560, -25.569300, 28.987700], [-12.283870, -17.390980, 20.082140], [-27.203060, -25.851110, 30.135990], [-13.185500, -15.507450, 24.465390], [-26.181580, -22.630980, 26.691380], [-17.711500, -12.035930, 32.137670], [-17.932870, -18.203680, 26.990940], [-18.018590, -20.892780, 22.831220], [-9.390620, -18.478320, 23.939150], [-18.339240, -12.122760, 30.583110], [-11.078260, -18.041550, 25.946390], [-22.257940, -17.617790, 35.578460], [-19.253550, -22.774820, 21.610500], [-15.723020, -22.683390, 34.535530], [-20.869980, -6.724120, 27.324280], [-18.773870, -16.199750, 26.835760], [-12.831860, -17.946540, 25.267140], [-19.778950, -14.422110, 24.220390], [-24.596090, -19.313070, 37.648290], [-23.444130, -24.999230, 26.027210], [-27.089920, -22.061650, 28.827010], [-25.569730, -20.217570, 36.540000], [-11.510050, -21.753750, 31.460550], [-22.452460, -6.491660, 26.738410], [-28.029670, -27.218990, 26.855470], [-23.079640, -18.107600, 32.149290], [-23.397110, -19.405820, 17.455470], [-23.431040, -23.950920, 29.024160], [-25.339270, -27.033530, 27.342520], [-7.917250, -17.319490, 23.688420], [-9.052920, -16.461270, 21.611060], [-18.987910, -16.451020, 24.088120], [-11.148170, -19.701400, 22.906780], [-13.246420, -18.253320, 22.716890], [-11.230960, -24.197560, 30.988970], [-13.397940, -25.528300, 31.715600], [-29.388500, -26.142970, 27.411320], [-12.281760, -15.615220, 25.860020], [-28.140130, -26.642210, 29.371390], [-12.536880, -21.020840, 34.294270], [-21.697300, -9.715080, 25.911850], [-9.733170, -23.686700, 31.790850], [-21.872160, -20.829680, 37.947490], [-21.910100, -17.078680, 34.060250], [-17.558930, -9.626180, 32.087420], [-22.084850, -8.047320, 24.724000], [-14.820580, -21.128670, 33.382370], [-8.846090, -17.963170, 21.311830], [-23.741230, -19.775070, 32.374570], [-22.321700, -20.412710, 17.918850], [-21.168480, -19.741930, 36.800920], [-18.037330, -23.257150, 22.751700], [-28.162210, -23.834350, 27.223550], [-22.041760, -19.518810, 32.353770], [-24.594570, -17.538780, 33.898970], [-14.289480, -22.820370, 35.133670], [-15.131140, -23.399250, 30.805680], [-11.585300, -24.534730, 34.877720], [-11.670600, -14.705760, 24.596980]], "forces_ev_per_a": [[0.11, -1.15, -0.05], [0.16, 0.83, 0.16], [-0.35, 0.40, -0.19], [-0.09, -0.40, -0.20], [0.55, 0.17, 0.30], [3.80, -0.45, -1.05], [0.81, -0.41, 0.54], [-0.81, 0.14, -1.02], [0.41, -0.87, -0.80], [-0.95, -1.01, 0.91], [1.39, -0.69, -0.02], [-0.47, -1.92, 0.79], [0.73, 0.82, 0.32], [-2.77, 1.90, 0.52], [0.24, 0.83, -0.03], [-0.41, -0.31, 0.91], [-0.40, 2.70, 0.44], [-3.58, 1.48, 0.75], [-0.24, 1.73, -0.36], [-1.01, 4.85, -0.48], [0.58, -1.18, 1.61], [-0.31, 1.90, -0.13], [0.36, -1.30, -0.25], [0.28, -0.62, 1.02], [1.54, -0.24, -2.12], [0.37, 1.85, 0.01], [0.06, -1.80, 0.93], [-0.57, 0.72, -2.08], [-1.19, -0.18, -0.21], [0.70, 0.54, -0.37], [0.18, 0.46, -0.97], [-0.41, -1.63, 0.67], [-0.09, 1.26, -0.34], [2.26, 0.68, -0.40], [-0.26, 1.96, -0.31], [-2.25, -1.31, 0.83], [0.47, 1.23, -0.06], [0.85, 0.86, -1.50], [0.37, -0.11, -0.81], [-0.53, -0.14, 0.27], [-2.04, -0.67, -2.87], [0.19, -0.10, -0.65], [0.03, -1.13, 1.86], [0.98, 0.16, -0.27], [0.63, 3.00, -2.00], [0.28, 0.88, 1.52], [-0.78, -0.99, 0.74], [-0.63, 0.00, 0.14], [-1.51, -1.02, -2.18], [-0.90, -0.51, -0.42], [0.89, 1.06, 0.45], [0.34, -2.53, 0.04], [-0.56, -1.61, -0.04], [-1.33, -0.30, -0.82], [-0.46, 0.24, 2.05], [-2.63, -0.86, 0.91], [1.69, 1.34, 2.06], [1.93, -1.25, 0.29], [0.34, -0.64, -1.39], [1.07, -1.09, -0.70], [2.38, 0.22, 1.16], [-1.47, 0.37, 2.51], [-1.00, 2.43, 0.82], [0.49, 2.93, -1.07], [2.09, -1.23, -1.63], [-0.47, -0.12, -0.11], [0.49, -0.25, 0.51], [0.49, 1.07, -0.34], [0.18, 0.20, -0.07], [0.24, -0.01, 0.42], [0.44, -0.40, -0.05], [-0.01, 0.01, -0.14], [-0.01, -0.16, -0.34], [0.16, -0.92, 0.01], [-0.35, 0.05, -0.06], [0.88, 0.69, -0.05], [-0.06, 0.09, 0.56], [0.38, -0.49, -0.65], [-0.42, -0.09, 0.29], [0.02, -0.28, 0.07], [0.51, 0.31, 0.16], [0.03, -0.24, 0.43], [-0.16, 0.75, 0.79], [0.98, -0.43, -0.42], [0.12, 0.33, -0.32], [0.14, 0.18, 0.39], [-0.39, -0.14, -0.34], [-0.16, 0.04, 0.21], [0.09, -1.03, 0.07], [0.09, 0.13, -0.22], [0.01, -0.02, -0.43], [0.11, 0.09, 0.45], [-0.12, -0.24, -0.84], [0.05, 0.22, 0.97], [0.18, -0.35, 0.13], [-0.39, -0.30, -0.17], [-1.24, -0.44, 0.48], [0.30, 0.76, -0.51], [-0.39, 0.06, 0.00], [-0.90, 0.70, 0.40], [0.88, -0.88, 0.13], [0.08, -0.43, 0.22], [0.12, 0.13, 0.74], [-0.15, 0.08, 0.83], [0.00, -0.11, -0.36], [0.15, -0.01, -1.38], [-0.19, 0.11, -0.56], [-0.17, -0.19, -0.20], [0.03, 0.58, -0.25], [-0.29, -0.25, -0.43], [-0.18, -0.30, 0.23], [0.13, -0.11, 0.60], [-0.32, -0.22, 0.39], [-0.09, -0.05, 0.07], [-0.33, -0.06, 0.15], [0.11, -0.20, 0.03], [-0.27, 0.46, -0.11], [-0.16, 0.70, -0.50], [-0.03, 0.56, 1.07], [-0.91, -0.39, -0.37], [0.74, -0.45, 0.51], [-0.59, -0.79, -0.95], [0.11, -0.21, -0.34], [1.97, 0.99, -0.07], [0.04, -0.60, -0.65], [0.09, -1.11, -0.70], [-0.21, 0.42, 0.45], [-0.08, 0.09, 0.04], [-0.08, -0.15, 0.09], [1.28, -0.76, -0.12], [-0.43, 0.13, -0.64], [-0.79, 0.76, 0.77], [0.15, -0.12, 0.55], [-0.25, 0.16, 0.11], [-0.84, -0.62, -0.87], [0.46, -0.23, -0.26], [-0.22, 0.49, -0.03], [0.26, -0.60, 0.42], [-0.01, 0.11, 0.01], [0.02, -0.53, 0.38], [0.10, -0.13, -0.13], [-0.93, 0.03, -0.57], [0.54, -1.05, 0.00], [-0.87, -0.86, -0.42], [-0.21, 0.20, -0.01], [-0.76, -0.28, -0.59], [-0.19, 0.02, 0.55], [-1.53, 0.46, 0.17], [-0.13, 0.65, -0.23], [1.00, -1.57, -0.36], [-0.16, -0.44, 0.34], [-0.71, 1.07, 0.75], [0.26, -0.20, 0.21], [0.60, 0.61, 0.15], [0.11, -0.56, 0.24], [0.04, 0.55, -0.17], [-0.09, -0.55, -0.02], [0.18, -0.13, 0.11], [0.56, -0.91, 0.26], [-0.49, -1.31, -0.65], [0.37, -0.81, 0.33], [0.03, -0.27, 0.34], [-0.16, 0.32, 0.36], [-0.07, 0.08, 0.18], [-0.02, -0.46, -0.83], [-0.65, 0.19, 0.35], [-0.61, 0.73, 0.29], [0.33, 0.19, 0.63], [0.41, -1.10, 0.62], [-0.27, 0.15, -0.62], [0.44, -0.91, 1.56], [-0.30, -0.35, -0.72], [0.34, 0.61, 0.52], [-0.06, 0.72, 0.02], [0.27, 0.19, -0.08], [0.00, -0.04, 0.12], [1.20, -0.27, -0.22], [0.45, -0.75, 0.19], [0.41, -0.32, -0.26], [0.20, 0.08, -0.47]], "lowdin_charge": [-0.069, -0.083, -0.015, -0.065, -0.011, -0.026, -0.095, -0.087, -0.048, -0.074, -0.003, 0.015, -0.083, -0.061, -0.063, -0.056, -0.116, -0.136, -0.106, -0.177, -0.165, -0.477, -0.216, -0.488, -0.392, -0.238, -0.136, -0.420, -0.228, -0.185, -0.151, -0.138, -0.259, -0.261, -0.048, -0.055, -0.012, -0.168, -0.128, -0.012, -0.145, -0.232, 0.004, -0.139, -0.221, -0.034, -0.065, -0.203, -0.049, -0.225, -0.208, -0.059, -0.056, -0.008, -0.035, -0.341, -0.474, -0.051, -0.473, -0.046, -0.011, -0.159, -0.138, -0.513, -0.290, -0.250, -0.049, -0.454, 0.112, 0.088, 0.111, 0.099, 0.115, 0.093, 0.084, 0.079, 0.117, 0.103, 0.070, 0.081, 0.056, 0.120, 0.116, 0.119, 0.086, 0.082, 0.075, 0.086, 0.107, 0.109, 0.078, 0.086, 0.078, 0.074, 0.094, 0.076, 0.086, 0.109, 0.081, 0.124, 0.114, 0.117, 0.076, 0.109, 0.076, 0.100, 0.115, 0.058, 0.119, 0.111, 0.120, 0.074, 0.116, 0.076, 0.072, 0.081, 0.078, 0.080, 0.105, 0.054, 0.114, 0.076, 0.071, 0.088, 0.081, 0.119, 0.130, 0.076, 0.078, 0.095, 0.119, 0.088, 0.062, 0.109, 0.081, 0.121, 0.110, 0.091, 0.073, 0.122, 0.067, 0.103, 0.121, 0.114, 0.112, 0.073, 0.089, 0.109, 0.076, 0.087, 0.115, 0.105, 0.116, 0.071, 0.089, 0.080, 0.099, 0.078, 0.083, 0.077, 0.080, 0.086, 0.081, 0.073, 0.082, 0.130, 0.121, 0.103, 0.100, 0.078, 0.114, 0.067, 0.115, 0.105, 0.076, 0.124, 0.071, 0.084, 0.081, 0.075]}